(1)
85
Properties=species:S:1:pos:R:3:forces:R:3 method="wB97M-V/def2-TZVPD" e_above_lowest_kcal_mol=20.0 orbital_gap_ev=7.73 fmax_ev_per_a=0.983 total_charge=+2
Pt -0.192 0.130 -0.238 0.7 0.7 0.1
S 0.994 -3.048 -0.110 0.3 -0.2 0.2
S -1.513 -0.600 1.490 -0.1 -0.4 0.1
S -1.039 -4.509 1.325 0.0 -0.2 0.0
Si -1.040 -0.345 -3.547 -0.2 0.1 0.0
Si -3.319 -0.591 -1.346 0.0 0.1 0.0
Si -2.114 2.164 -2.020 0.0 -0.1 0.0
F 0.035 -4.546 -2.119 0.0 0.0 0.0
F 1.436 -5.496 -0.774 0.1 0.0 0.0
F 0.071 -5.046 3.629 0.0 0.0 -0.1
F -1.331 -6.534 2.905 0.0 0.0 0.0
F 2.133 -4.041 -2.217 0.0 0.1 -0.1
F 0.643 -6.391 2.026 0.0 0.0 0.0
O -2.016 -3.752 2.058 0.1 0.0 -0.1
O -1.423 -5.232 0.162 0.0 0.1 -0.1
O 2.357 -2.709 0.195 0.0 -0.3 0.0
O 0.290 -1.898 -0.760 -0.5 -0.1 -0.4
N -0.625 -1.880 3.581 0.0 -0.1 0.0
N 1.413 -0.247 1.214 -0.1 -0.1 0.0
N -0.649 2.008 0.341 -0.2 -0.1 0.3
N 1.062 -1.002 2.302 -0.1 0.2 0.1
N 1.651 1.120 -0.985 -0.1 -0.5 -0.1
N 0.317 -3.653 1.132 -0.2 0.4 -0.1
C -4.157 0.285 0.106 0.0 0.0 0.0
C 2.791 0.680 -0.389 -0.1 0.2 0.3
C -0.506 3.594 2.110 0.0 0.0 0.0
C -3.004 -2.378 -0.930 -0.1 -0.1 0.0
C -0.254 -1.219 2.513 -0.1 0.2 0.0
C -1.601 2.739 -0.281 0.1 0.0 -0.1
C 1.136 -4.389 -1.420 0.0 0.1 -0.1
C 4.099 2.202 -1.696 0.0 0.0 0.0
C -0.363 -5.715 2.547 0.0 0.0 0.1
C -2.051 3.908 0.324 0.0 0.0 -0.1
C -4.569 -0.569 -2.741 0.0 -0.1 0.0
C 1.724 2.139 -1.828 0.1 0.0 -0.1
C 0.746 0.043 -3.970 0.0 -0.1 0.1
C 2.626 -0.179 0.814 0.2 0.1 -0.1
C -2.134 0.447 -4.852 0.1 0.0 0.0
C 4.024 1.183 -0.748 0.0 0.0 0.0
C -1.139 3.237 -3.232 0.0 0.1 0.0
C -1.528 4.334 1.530 0.0 0.0 0.0
C -3.864 2.709 -2.345 0.0 0.0 0.0
C -1.200 -2.179 -3.739 -0.1 0.0 -0.1
C -0.100 2.433 1.498 0.0 0.0 -0.1
C 3.792 -0.771 1.528 0.0 0.1 0.1
C 2.929 2.716 -2.210 0.0 0.0 0.0
C -1.677 0.325 -1.844 0.1 -0.1 0.2
H -2.061 -2.544 -0.426 0.1 0.0 0.0
H 4.923 0.822 -0.273 0.0 0.0 0.0
H -3.158 0.080 -4.806 0.1 0.0 0.0
H -4.641 2.314 -1.700 0.0 0.0 0.0
H -2.824 4.482 -0.171 0.0 0.0 0.0
H -4.419 -1.423 -3.404 0.0 0.0 0.0
H 1.451 -0.542 -3.373 0.0 0.0 0.0
H -2.154 1.534 -4.870 0.0 0.0 0.0
H -3.516 0.745 0.859 0.0 0.0 0.0
H 4.634 -0.906 0.856 0.0 0.0 0.0
H -4.609 0.333 -3.346 0.0 0.0 0.1
H -4.831 1.070 -0.233 0.0 -0.1 0.0
H -0.305 2.759 -3.740 0.0 0.0 -0.1
H -3.795 -2.741 -0.269 0.0 0.0 0.0
H 3.560 -1.757 1.926 0.0 0.1 0.0
H -0.037 3.899 3.034 0.0 0.0 0.0
H 0.791 2.502 -2.219 0.0 0.0 0.0
H -2.225 -2.508 -3.916 0.0 0.0 0.0
H -0.823 -2.691 -2.865 0.0 -0.1 0.1
H -1.552 -2.294 3.586 0.1 0.0 0.0
H 4.099 -0.111 2.344 0.0 0.0 0.0
H -1.899 5.231 2.008 0.0 0.0 0.0
H 0.048 -2.269 4.227 0.0 0.0 0.0
H -1.727 0.131 -5.818 0.0 0.0 0.0
H -4.133 2.493 -3.381 0.0 0.0 0.0
H -1.828 3.560 -4.013 0.0 0.0 0.0
H 0.859 -0.296 -5.005 0.0 0.0 0.0
H 1.739 -1.659 2.672 0.0 0.0 0.0
H -4.776 -0.452 0.625 0.0 0.0 0.0
H -0.601 -2.491 -4.598 0.0 0.0 0.0
H 0.681 1.822 1.920 0.0 0.0 0.1
H -0.781 4.148 -2.744 0.0 0.0 0.0
H 5.060 2.604 -1.987 0.0 0.0 0.0
H 2.928 3.541 -2.909 0.0 0.0 0.0
H -5.553 -0.693 -2.280 0.0 0.0 0.0
H -3.015 -2.999 -1.825 0.0 0.0 0.0
H -3.864 3.800 -2.255 0.0 0.0 0.0
H 1.048 1.086 -3.953 0.0 0.0 0.0

(2)
80
Properties=species:S:1:pos:R:3:forces:R:3 method="wB97M-V/def2-TZVPD" e_above_lowest_kcal_mol=66.9 orbital_gap_ev=6.47 fmax_ev_per_a=10.504 total_charge=-1
O 8.712 46.007 1.835 -0.7 -1.6 -1.2
O 11.334 55.648 3.948 -1.1 -3.8 -1.3
O 3.167 43.075 -2.073 1.9 1.2 1.3
O 9.702 47.848 1.471 1.4 -0.9 -1.1
O 4.134 45.012 -1.933 0.7 -1.9 1.7
O 6.178 50.392 6.438 -0.2 -2.2 -1.2
O 10.786 46.132 2.308 1.4 -0.4 -1.1
O 10.247 40.259 5.113 -0.4 -1.0 -0.4
O 5.775 50.888 2.198 -3.2 -3.2 -1.7
O 9.757 55.049 2.618 -0.4 -0.7 -1.3
O 10.932 47.130 8.965 1.8 -1.3 0.1
N 9.805 46.599 1.730 -2.3 2.8 3.7
N 11.607 42.012 5.215 -0.3 -1.7 2.0
N 3.990 43.853 -1.498 -2.6 -0.2 -2.5
N 5.373 48.968 0.979 1.1 -0.5 -0.4
N 10.527 47.130 6.857 -4.3 0.8 -4.4
N 10.619 54.711 3.374 1.1 3.6 3.6
N 6.150 48.304 5.388 -2.4 -3.6 -0.5
C 9.157 47.828 7.106 6.6 4.9 -0.6
C 10.915 51.420 5.762 0.9 4.0 2.1
C 10.546 50.490 4.891 -2.9 2.2 -6.9
C 6.370 49.586 5.503 0.6 3.6 1.1
C 5.317 47.546 6.325 1.5 -0.3 3.3
C 10.698 46.763 5.415 3.5 -1.5 2.4
C 11.320 46.787 7.836 0.0 1.0 1.8
C 10.012 50.875 3.490 0.3 2.3 0.2
C 10.706 41.232 4.563 -0.2 0.5 0.2
C 4.600 43.303 -0.304 3.6 -0.6 4.1
C 4.957 50.008 1.682 3.1 4.0 2.2
C 12.108 43.217 4.773 -1.2 5.0 -2.2
C 5.573 44.164 0.589 -1.1 -1.9 1.1
C 4.845 41.315 1.404 1.5 5.1 -2.2
C 6.840 48.717 0.659 -0.7 10.5 -0.2
C 5.766 42.207 2.226 -0.7 -3.2 0.9
C 6.510 47.635 4.135 0.6 -2.3 -1.4
C 4.378 41.799 0.063 -1.1 0.6 1.6
C 10.016 52.300 2.967 1.9 -1.1 0.5
C 10.966 52.899 5.347 -0.9 -1.5 -4.1
C 12.263 41.487 6.414 1.2 1.0 3.2
C 4.431 48.091 0.333 0.5 0.4 -1.4
C 6.043 43.512 1.917 1.9 2.5 -2.7
C 10.608 53.314 3.861 -0.2 -4.1 3.0
H 6.829 49.881 4.573 0.5 1.1 -0.4
H 3.881 47.434 0.900 -0.9 -1.5 2.5
H 4.592 40.427 1.919 -0.4 -1.1 -0.4
H 13.378 41.838 6.562 -1.9 -0.7 -1.2
H 8.709 48.332 6.227 1.1 -0.2 0.2
H 10.387 41.543 3.525 0.4 0.1 0.9
H 9.859 52.645 1.784 0.0 -1.3 3.6
H 9.335 48.548 7.972 -0.2 -0.6 -1.4
H 11.837 46.856 5.344 -1.7 0.1 -1.2
H 6.317 41.657 3.233 -1.9 1.8 -3.0
H 9.529 50.079 2.805 1.2 1.2 1.3
H 11.112 50.981 6.831 0.0 1.7 -1.9
H 3.592 41.087 -0.626 2.6 2.5 2.1
H 10.066 47.242 4.738 -0.4 1.9 -0.9
H 3.630 48.551 -0.223 0.2 0.9 -0.6
H 5.620 47.005 3.567 1.7 2.3 1.4
H 6.949 44.102 2.485 -2.7 -1.4 -1.4
H 4.319 47.881 6.629 -0.5 0.1 -1.8
H 3.857 50.151 1.826 0.6 -0.4 -0.3
H 7.244 46.698 4.326 -1.2 2.4 -0.3
H 10.449 45.740 5.153 0.0 -0.6 0.6
H 10.459 49.471 4.986 0.2 -2.1 1.0
H 7.626 49.273 1.500 -2.7 -1.1 -3.0
H 7.035 47.832 0.815 1.7 -9.3 1.5
H 4.957 47.411 -0.310 0.4 0.0 -0.7
H 8.493 47.239 7.429 -4.9 -5.2 2.5
H 12.342 46.314 7.518 -1.6 0.6 0.7
H 11.409 43.841 4.043 1.0 -1.8 1.2
H 12.232 40.382 6.580 -0.3 1.0 -0.7
H 6.001 45.312 0.495 -1.6 -3.3 -0.4
H 5.684 47.958 7.372 0.3 -1.7 -1.5
H 7.044 48.941 -0.462 -0.2 0.1 2.1
H 12.345 44.080 5.484 -0.3 -1.8 -0.1
H 12.962 43.001 4.218 2.0 0.3 -1.0
H 11.294 53.747 5.935 0.0 -0.4 0.4
H 11.877 41.978 7.418 0.0 -1.0 -2.0
H 5.364 46.373 6.172 0.1 2.7 0.4
H 7.015 48.454 3.483 -0.9 -2.0 0.7

(3)
79
Properties=species:S:1:pos:R:3:forces:R:3 method="wB97M-V/def2-TZVPD" orbital_gap_ev=6.83 fmax_ev_per_a=1.357 total_charge=0 smiles="Cc1ccc(C[PH3]B(N)O)cc1.C[C@@H]1COC(=O)O1.C[C@@H]1COC(=O)O1.C[C@@H]1COC(=O)O1.C[C@@H]1COC(=O)O1"
P 0.780 3.938 3.062 0.0 -0.1 0.2
O 1.833 -1.290 2.493 -0.1 0.0 0.0
O 3.414 2.654 3.465 0.1 0.5 0.4
O -1.752 0.519 1.510 0.1 -0.1 0.1
O -1.266 -2.673 -2.551 0.1 -0.5 -0.7
O 1.607 -3.622 -6.332 0.1 -0.1 0.0
O 2.614 -3.040 -4.396 0.1 0.0 -0.5
O -0.282 -1.932 -4.436 -0.1 0.0 0.0
O -2.185 -1.003 -3.749 0.2 0.0 0.0
O -2.174 1.266 3.591 -0.1 -0.3 0.1
O -1.950 -0.938 3.181 -0.1 0.0 -0.1
O 2.422 -1.804 0.376 0.1 -0.1 0.2
O 2.388 -5.206 -4.968 -0.2 0.1 -0.1
O 2.100 -3.436 1.861 0.0 0.0 -0.1
N 3.486 5.095 3.265 0.1 -0.7 1.2
C -2.116 4.464 6.541 0.2 -0.1 -0.4
C 2.946 -3.010 -0.223 -0.1 -0.1 -0.5
C -1.627 4.705 4.181 -0.2 -0.5 -0.4
C -1.261 -0.746 1.009 -0.1 -0.1 -0.5
C -2.745 0.478 -5.605 -0.3 -0.1 0.2
C 1.552 -5.873 -5.933 0.1 -0.4 -0.2
C 2.097 -7.230 -6.295 0.3 0.0 0.2
C -1.957 6.057 4.260 0.1 -0.4 0.5
C -1.652 -0.135 -4.770 -0.2 0.2 -0.3
C 2.242 -3.871 -5.157 0.0 0.0 0.1
C 2.099 -2.095 1.659 0.0 0.0 -0.1
C -0.739 -1.088 -5.503 0.3 0.1 0.0
C -2.430 5.817 6.629 -0.2 0.1 0.2
C -1.978 0.368 2.833 0.1 0.0 0.0
C -1.247 -1.943 -3.491 0.0 0.0 0.0
C -2.362 6.593 5.479 0.2 0.1 -0.3
C -1.136 4.088 2.910 0.2 0.4 0.3
C -1.599 -0.949 -0.443 -0.2 0.4 0.4
C 2.209 -4.058 0.572 0.1 -0.1 0.1
C -2.834 6.437 7.946 0.5 -0.3 -0.3
C -1.930 -1.702 1.965 0.1 -0.1 0.1
C 1.550 -4.861 -7.054 -0.2 0.1 -0.1
C -1.712 3.911 5.332 -0.1 0.6 0.1
C 2.705 -3.054 -1.711 -0.2 0.3 0.5
B 2.754 3.861 3.284 -0.1 0.4 -0.3
H 4.330 4.981 3.821 0.3 0.1 -0.5
H 3.116 -7.150 -6.677 0.0 0.1 -0.1
H -1.076 0.647 -4.269 0.1 -0.1 0.0
H -2.962 -1.928 1.684 0.0 0.0 -0.1
H 0.630 2.946 4.110 -0.2 -0.1 -0.1
H -1.268 -1.710 -6.229 -0.1 0.1 0.0
H 2.970 5.840 3.720 -0.2 0.2 -0.6
H -0.180 -0.751 1.148 0.0 0.0 0.1
H 0.868 3.432 1.713 0.0 -0.1 0.0
H 0.099 -0.597 -5.989 0.1 -0.1 0.1
H 3.075 -3.991 -2.119 0.0 0.0 0.0
H -1.254 -1.918 -0.799 0.0 0.3 0.4
H -1.892 6.669 3.371 -0.1 0.1 0.0
H 2.745 -5.001 0.645 0.0 0.0 0.2
H 0.657 -4.905 -7.673 0.0 0.2 0.1
H 4.019 -3.042 -0.011 0.0 0.0 0.1
H -1.132 -0.170 -1.047 0.1 -0.1 0.0
H -1.301 4.775 2.077 0.0 -0.1 -0.2
H -3.399 1.091 -4.986 0.1 0.1 0.0
H 1.639 -2.965 -1.928 0.0 -0.1 0.0
H -3.335 5.697 8.565 -0.3 0.1 0.1
H -3.451 7.314 7.773 -0.2 0.0 0.2
H -2.603 7.648 5.530 -0.1 0.0 0.1
H -1.938 6.741 8.488 0.0 0.1 0.1
H -1.458 2.866 5.265 -0.1 -0.2 0.0
H 0.555 -5.971 -5.494 0.0 0.1 0.0
H 1.470 -7.704 -7.049 0.0 0.0 0.0
H -1.572 3.102 2.726 0.1 0.3 0.0
H 3.204 -2.234 -2.216 0.1 0.0 0.0
H -2.320 1.103 -6.390 0.0 0.0 0.0
H -2.676 -0.880 -0.608 0.0 -0.1 0.0
H 2.132 -7.873 -5.416 -0.1 0.0 0.0
H 0.784 5.364 3.389 0.0 0.0 -0.1
H -3.365 -0.295 -6.063 0.1 0.0 0.0
H 1.200 -4.240 0.191 0.0 0.0 -0.1
H 2.933 2.162 4.139 -0.1 -0.5 -0.4
H 2.437 -4.932 -7.687 0.0 -0.1 0.0
H -1.380 -2.629 2.105 0.1 0.1 0.2
H -2.166 3.815 7.406 -0.1 0.1 0.2